(1)
{
  "formula": "C3H2BrO2S",
  "method": "wB97M-V/def2-TZVPD",
  "elements": ["C", "H", "C", "C", "S", "H", "O", "O", "Br"],
  "xyz": [[1.049, 0.346, -0.292], [-0.269, 0.383, 1.619], [0.146, 0.172, 0.672], [0.567, -1.015, -0.043], [2.867, 0.648, -2.565], [1.127, -1.856, 0.271], [3.969, 1.399, -1.946], [2.363, 1.476, -3.687], [-0.839, -1.829, -1.653]],
  "homo_lumo_gap_ev": [7.33, 7.33],
  "e_above_lowest_kcal_mol": 21.20,
  "max_force_ev_per_a": 3.79,
  "homo_energy_ev": [-4.33, -4.33],
  "total_charge": -1,
  "mol_weight_g_mol": 182.0
}

(2)
{
  "formula": "C3H2BrO2S",
  "method": "wB97M-V/def2-TZVPD",
  "elements": ["Br", "C", "C", "S", "O", "O", "H", "H", "C"],
  "xyz": [[2.202, 2.316, 1.571], [-0.586, -1.414, -0.875], [-0.460, -0.126, -0.281], [0.511, 1.820, 3.284], [0.637, 0.388, 3.433], [-0.741, 2.140, 2.616], [0.009, -1.424, 1.480], [-0.482, 0.944, -0.187], [-0.470, -1.234, 0.529]],
  "homo_lumo_gap_ev": 8.55,
  "e_above_lowest_kcal_mol": 6.04,
  "max_force_ev_per_a": 3.59,
  "homo_energy_ev": -4.91,
  "total_charge": -1,
  "mol_weight_g_mol": 182.0
}

What did the second record say?
{
  "formula": "C3H2BrO2S",
  "method": "wB97M-V/def2-TZVPD",
  "elements": ["Br", "C", "C", "S", "O", "O", "H", "H", "C"],
  "xyz": [[2.202, 2.316, 1.571], [-0.586, -1.414, -0.875], [-0.460, -0.126, -0.281], [0.511, 1.820, 3.284], [0.637, 0.388, 3.433], [-0.741, 2.140, 2.616], [0.009, -1.424, 1.480], [-0.482, 0.944, -0.187], [-0.470, -1.234, 0.529]],
  "homo_lumo_gap_ev": 8.55,
  "e_above_lowest_kcal_mol": 6.04,
  "max_force_ev_per_a": 3.59,
  "homo_energy_ev": -4.91,
  "total_charge": -1,
  "mol_weight_g_mol": 182.0
}